(1)
Entry from the Open Molecules 2025 dataset: C4H5N3 in the gas phase in a non-equilibrium geometry (wB97M-V/def2-TZVPD).

Each line ends with the Löwdin charge.
Geometry (Å):
N: 2.68076 -1.50377 0.48558  0.16
C: 1.74528 -0.94736 0.09493  -0.16
C: 0.58640 -0.19982 -0.38242  -0.31
C: -0.70685 -0.90736 -0.73532  -0.17
N: -1.66844 -0.02298 -0.62945  0.00
C: -1.24402 1.10917 -0.04772  -0.22
N: 0.01618 0.67078 0.67847  0.04
H: 0.87000 0.50418 -1.19238  0.15
H: -0.77371 -1.83286 -1.28979  0.09
H: -0.23327 0.00059 1.43386  0.17
H: -1.90245 1.72563 0.55308  0.07
H: 0.63011 1.40380 1.03117  0.17

Results
Multiplicity: 1
Molar mass, Da: 95.1
Orbital gap (alpha / beta), eV: 7.89 / 7.89

=====

(2)
Entry from the Open Molecules 2025 dataset: a molecular structure, C29H34Cl3N3O2PdSbSi in a non-equilibrium geometry (wB97M-V/def2-TZVPD).

Each line ends with the Löwdin charge.
Geometry (Å):
Pd: -0.21145 0.65556 -0.15108  0.29
C: -3.73851 -0.90376 2.83178  -0.04
O: -3.53313 -1.77296 1.68403  0.03
C: -2.69538 -1.11041 0.88097  -0.33
N: -2.32618 0.06528 1.18785  0.14
C: -3.07513 0.42910 2.41552  -0.23
C: -2.30135 1.05342 3.55106  -0.21
C: -3.02718 1.70306 4.54726  -0.04
C: -2.38049 2.28712 5.62629  -0.07
C: -0.99473 2.24203 5.71232  -0.07
C: -0.26732 1.59972 4.72188  -0.07
C: -0.92071 1.00032 3.65046  -0.07
C: -2.31774 -1.79443 -0.37486  -0.20
C: -2.88009 -2.99664 -0.77652  0.03
C: -2.49745 -3.52057 -2.00239  -0.01
C: -1.58776 -2.82408 -2.78432  0.04
C: -1.08638 -1.62990 -2.28846  -0.18
N: -1.43563 -1.14017 -1.11073  0.08
C: -0.13909 -0.77705 -3.03825  -0.34
N: 0.50940 0.19102 -2.53423  0.13
C: 1.24285 0.84574 -3.63619  -0.23
C: 0.87612 -0.02071 -4.87191  -0.03
O: 0.00173 -1.05519 -4.33713  0.03
C: 0.84764 2.29040 -3.82795  -0.23
C: -0.47866 2.68777 -3.67412  -0.07
C: -0.85273 3.99849 -3.94070  -0.08
C: 0.09631 4.92083 -4.36217  -0.09
C: 1.41926 4.52936 -4.51228  -0.09
C: 1.79362 3.21769 -4.24322  -0.05
H: -3.25290 -1.35211 3.69500  0.14
H: -4.80570 -0.82629 3.01043  0.13
H: -3.83476 1.14570 2.09907  0.15
H: -4.10979 1.76281 4.47118  0.12
H: -2.95778 2.79164 6.39192  0.11
H: -0.48521 2.71275 6.54502  0.11
H: 0.81524 1.57973 4.77389  0.10
H: -0.35079 0.51135 2.87588  0.06
H: -3.60090 -3.49361 -0.13970  0.13
H: -2.91332 -4.45866 -2.35030  0.12
H: -1.27946 -3.17970 -3.75810  0.13
H: 2.30987 0.78517 -3.42233  0.13
H: 1.73103 -0.49804 -5.34284  0.13
H: 0.31445 0.53986 -5.61247  0.13
H: -1.22204 1.97083 -3.34772  0.11
H: -1.88735 4.29931 -3.81696  0.11
H: -0.19369 5.94391 -4.56896  0.11
H: 2.16526 5.24697 -4.83287  0.11
H: 2.83115 2.91818 -4.35621  0.12
C: 2.07665 -1.52810 3.63446  -0.17
C: 2.75348 -1.25040 2.29271  -0.41
Sb: 1.39726 -1.26237 0.63119  1.41
C: 0.55524 -3.22867 0.89486  -0.41
C: 1.61509 -4.32116 1.07611  -0.17
C: 2.84796 -1.63574 -0.90190  -0.41
C: 3.75861 -0.41630 -1.08545  -0.19
H: 2.82264 -1.58492 4.43017  0.08
H: 1.53545 -2.47771 3.62609  0.06
H: 1.36983 -0.74424 3.90052  0.04
H: 3.48700 -2.02309 2.04848  0.06
H: 3.26216 -0.28812 2.28176  0.03
H: -0.06900 -3.42497 0.02163  0.03
H: -0.10550 -3.16689 1.76299  0.05
H: 2.22013 -4.44527 0.17547  0.06
H: 1.14356 -5.28390 1.28925  0.08
H: 2.29116 -4.10059 1.90664  0.06
H: 2.31119 -1.88045 -1.81909  0.04
H: 3.41414 -2.51616 -0.59279  0.05
H: 3.18277 0.48893 -1.28893  0.03
H: 4.45490 -0.57231 -1.91265  0.08
H: 4.35362 -0.22729 -0.19000  0.07
Cl: 1.12724 4.47665 -1.05247  0.35
Si: 0.18943 2.95289 -0.09724  -0.59
Cl: 1.83140 2.11487 1.08622  0.20
Cl: -1.13956 3.77450 1.22514  0.28

Results
Multiplicity: 1
Charge: +1
Molar mass, Da: 819.2
Orbital gap (alpha / beta), eV: 6.14 / 6.08

=====

(3)
Entry from the Open Molecules 2025 dataset: 4 unconnected molecules or ions with the total composition C13H36BrN3O3 in a non-equilibrium geometry (wB97M-V/def2-TZVPD).

Each line ends with the Löwdin charge.
Geometry (Å):
Br: 0.39568 -0.95751 0.68956  -0.18
C: 2.08417 -2.71573 3.56768  0.01
C: 2.33332 -3.82074 2.53254  -0.31
O: 2.52079 -5.00435 2.76030  0.16
N: 2.82979 -3.24941 1.14971  0.04
H: 2.41543 -3.95324 0.55555  0.16
H: 2.36853 -2.39211 0.88069  -0.04
C: 4.32880 -3.11693 0.95375  0.04
H: 1.30549 -2.02045 3.25413  0.03
H: 3.01546 -2.25905 3.90271  0.10
H: 1.62154 -3.10201 4.47590  0.10
H: 4.71574 -4.10497 1.20302  0.11
H: 4.69405 -2.34585 1.63209  0.11
H: 4.39739 -2.82661 -0.09464  0.09
C: 0.89525 -0.93162 -3.22446  0.01
N: 2.10667 0.01462 -3.45066  -0.32
C: 1.63803 1.41654 -3.01976  0.01
C: 3.27121 -0.36110 -2.49708  0.01
C: 2.55641 -0.06531 -4.96798  -0.03
C: 3.22815 -1.46943 -5.32213  -0.16
O: 4.50514 -1.74645 -4.64669  -0.07
H: 0.97619 -1.93057 -3.65300  0.10
H: 0.05567 -0.41125 -3.68536  0.10
H: 0.73646 -0.97777 -2.14707  0.00
H: 2.57262 1.97687 -2.99401  0.11
H: 1.10423 1.34891 -2.07182  0.10
H: 0.87177 1.80309 -3.69171  0.11
H: 3.33549 -1.44300 -2.38112  0.10
H: 3.05126 0.13031 -1.54931  0.09
H: 4.16453 0.15431 -2.84982  0.10
H: 3.30676 0.72165 -5.04391  0.13
H: 1.64575 0.09366 -5.54551  0.13
H: 3.30459 -1.57058 -6.40473  0.13
H: 2.54370 -2.26973 -5.04081  0.11
H: 5.13632 -1.08870 -4.94766  0.09
C: -5.57200 1.48041 2.97586  0.01
N: -4.61556 2.66214 2.81919  -0.30
C: -5.37862 4.02391 3.01741  0.04
C: -3.65475 2.47201 4.00127  0.01
C: -4.06668 2.64596 1.37539  -0.09
C: -3.34825 1.36897 0.95248  -0.22
O: -2.26553 0.95625 1.81385  -0.10
H: -6.08609 1.37094 3.93076  0.12
H: -5.08596 0.54354 2.70357  0.10
H: -6.28200 1.71592 2.18305  0.11
H: -4.65452 4.83814 2.98885  0.11
H: -5.97953 4.06031 3.92608  0.11
H: -6.06787 4.06205 2.17385  0.10
H: -2.71479 2.99697 3.83101  0.11
H: -3.42847 1.40765 4.06475  0.10
H: -4.04824 2.82422 4.95479  0.11
H: -3.41679 3.49985 1.18401  0.14
H: -4.92378 2.84675 0.73259  0.13
H: -2.89973 1.62760 -0.00671  0.13
H: -3.99726 0.52425 0.72153  0.12
H: -1.54595 0.54662 1.32803  -0.07

Results
Multiplicity: 1
Charge: +2
Molar mass, Da: 362.4
Orbital gap, eV: 8.69

=====

Energy readings, ordered: -319.56797; -3478.33280; -3480.31895 Eh
ΔE to the lowest compared entry with this formula, charge and spin readings, ordered: 378.7; 130.3; 113.0 kJ/mol